{"formula": "C32H44CaN9O5S2", "method": "wB97M-V/def2-TZVPD", "species": ["Ca", "C", "C", "C", "C", "C", "C", "C", "N", "N", "C", "C", "C", "C", "C", "C", "N", "C", "C", "C", "C", "C", "C", "N", "H", "H", "H", "H", "H", "H", "H", "H", "H", "H", "H", "H", "H", "H", "H", "H", "H", "H", "H", "H", "C", "N", "C", "C", "O", "N", "C", "N", "H", "H", "H", "H", "H", "H", "H", "O", "S", "C", "C", "C", "C", "H", "H", "H", "H", "H", "H", "H", "H", "C", "N", "C", "C", "N", "C", "H", "H", "H", "H", "H", "H", "C", "S", "O", "O", "O", "H", "H", "H"], "xyz": [[0.4059, -0.6010, -0.6770], [0.8918, -1.0513, -3.9745], [0.9946, 0.3926, -4.4513], [1.5990, 1.4496, -3.5501], [2.3088, 2.4844, -4.1609], [2.7853, 3.5350, -3.4037], [2.5345, 3.5300, -2.0396], [1.8389, 2.4605, -1.5112], [1.3785, 1.4317, -2.2318], [-0.2106, -1.3480, -3.0370], [-1.5120, -0.9886, -3.6021], [-1.9594, 0.4146, -3.2592], [-2.9205, 1.0410, -4.0499], [-3.3097, 2.3293, -3.7414], [-2.7160, 2.9637, -2.6575], [-1.7881, 2.2557, -1.9212], [-1.4200, 1.0006, -2.1933], [-0.1627, -2.7789, -2.7101], [-1.1788, -3.1714, -1.6469], [-1.5206, -4.5072, -1.4846], [-2.4328, -4.8444, -0.5031], [-2.9864, -3.8367, 0.2735], [-2.5848, -2.5350, 0.0433], [-1.6960, -2.1987, -0.8947], [0.7670, -1.6829, -4.8666], [1.8227, -1.3435, -3.4925], [1.5981, 0.3685, -5.3602], [0.0159, 0.7630, -4.7720], [2.4712, 2.4563, -5.2304], [3.3365, 4.3436, -3.8658], [2.8862, 4.3239, -1.3946], [1.6587, 2.4086, -0.4439], [-1.5022, -1.1098, -4.6935], [-2.2699, -1.6726, -3.2215], [-3.3414, 0.5191, -4.9003], [-4.0552, 2.8368, -4.3401], [-2.9703, 3.9789, -2.3864], [-1.3125, 2.7108, -1.0588], [-0.3162, -3.4061, -3.5994], [0.8403, -3.0015, -2.3308], [-1.0737, -5.2617, -2.1189], [-2.7158, -5.8778, -0.3500], [-3.7144, -4.0527, 1.0433], [-2.9817, -1.7174, 0.6327], [2.7618, 4.1783, 2.7917], [2.2506, 2.8526, 3.0489], [2.8637, 1.8385, 3.8892], [1.8112, 0.7312, 3.8326], [1.9251, -0.3416, 4.3893], [0.7603, 1.1440, 3.0400], [1.0737, 2.3599, 2.6280], [0.2482, 3.0820, 1.8426], [3.6929, 4.3021, 3.3382], [2.0663, 4.9502, 3.1292], [2.9800, 4.3309, 1.7307], [3.0202, 2.1830, 4.9126], [3.8079, 1.4768, 3.4789], [-0.5201, 2.5830, 1.4162], [0.5741, 3.9196, 1.3951], [0.5555, -2.3215, 0.7462], [1.0068, -1.9447, 2.1831], [1.7627, -3.4239, 2.9000], [0.7196, -4.1264, 3.7635], [-0.1393, -3.0095, 4.3583], [-0.4980, -2.1316, 3.1673], [2.6016, -3.0555, 3.4912], [2.1527, -3.9904, 2.0563], [1.1984, -4.7340, 4.5309], [0.1044, -4.7880, 3.1494], [0.4396, -2.4336, 5.0818], [-1.0336, -3.3872, 4.8551], [-0.8708, -1.1406, 3.4132], [-1.1885, -2.6427, 2.4923], [-4.1579, 1.5280, 3.7838], [-3.5639, 1.1916, 2.4984], [-4.2229, 1.0533, 1.3005], [-3.2620, 0.7940, 0.3727], [-2.0185, 0.7656, 0.9733], [-2.2509, 1.0139, 2.2481], [-5.2226, 1.3154, 3.7425], [-4.0129, 2.5818, 4.0143], [-3.7092, 0.9199, 4.5658], [-5.2930, 1.1442, 1.2259], [-3.3946, 0.5974, -0.6773], [-1.4900, 1.0534, 3.0152], [4.6253, -0.0224, -0.7971], [3.1949, -0.8350, -0.1890], [3.6384, -1.8193, 0.7619], [2.3111, 0.2278, 0.3725], [2.4933, -1.3683, -1.3865], [5.1833, 0.3679, 0.0516], [4.3186, 0.7794, -1.4671], [5.2245, -0.7600, -1.3273]], "e_lumo_ev": -1.66, "orbital_gap_ev": 9.2, "charge": 1}

=====

{"formula": "C2F2N4O4", "method": "wB97M-V/def2-TZVPD", "species": ["C", "C", "N", "N", "N", "N", "O", "O", "O", "O", "F", "F"], "xyz": [[1.1096, 0.7842, -0.8752], [0.0029, 0.1622, -0.1670], [1.8838, 1.4595, -1.4088], [-0.8850, -0.4564, -1.0813], [0.7689, -1.1557, 0.8539], [-0.8867, 1.0340, 0.5619], [-0.4712, -0.8336, -2.0990], [-2.0228, -0.5804, -0.6500], [1.5545, -0.7255, 1.5954], [0.4921, -2.2262, 0.5225], [-0.2816, 2.1402, 1.0322], [-1.2647, 0.3978, 1.7153]], "e_lumo_ev": -2.16, "orbital_gap_ev": 9.4, "smiles": "N#CC(N(F)F)([N+](=O)[O-])[N+](=O)[O-]"}

=====

What is the formula in the second record? C2F2N4O4